(1)
{"formula": "C2H2OS2", "method": "wB97M-V/def2-TZVPD", "max_force_ev_per_a": 3.5, "e_above_lowest_kj_mol": 246.3, "total_charge": 0, "lumo_ev": [-2.2, -2.2], "smiles": "O=C=C=S.S", "species": ["S", "S", "O", "C", "C", "H", "H"], "coordinates": [[2.5852, -0.7032, 1.4143], [-0.4686, 1.6438, -2.3083], [-1.2858, -1.5031, 1.0649], [1.0654, -1.0006, 1.4853], [-0.1232, -1.2951, 1.1753], [-0.1694, 1.4708, -0.9635], [-1.6037, 1.3874, -1.8680]]}

***

(2)
{"formula": "C2H2OS2", "method": "wB97M-V/def2-TZVPD", "max_force_ev_per_a": 1.7, "e_above_lowest_kj_mol": 50.4, "total_charge": 0, "lumo_ev": -1.6, "smiles": "O=CC(=S)S", "species": ["S", "S", "O", "C", "C", "H", "H"], "coordinates": [[1.8543, -0.2728, -0.0242], [-0.7433, 1.3732, 0.0142], [-1.8907, -1.2015, -0.0700], [-0.6806, -1.2774, 0.0457], [0.2117, -0.0465, 0.0724], [-0.1624, -2.2741, 0.1657], [0.3260, 2.2247, -0.1542]]}

***

(3)
{"formula": "C2H2S", "method": "wB97M-V/def2-TZVPD", "max_force_ev_per_a": 5.5, "e_above_lowest_kj_mol": 403.4, "total_charge": 0, "lumo_ev": -0.8, "species": ["S", "C", "C", "H", "H"], "coordinates": [[0.2458, -1.3713, -1.0719], [-0.0740, -0.2727, 0.0703], [0.0742, 0.3375, 1.1298], [-0.7143, 1.6331, 1.9329], [0.4683, -0.3266, -2.0611]]}

***

(4)
{"formula": "C2H2S4", "method": "wB97M-V/def2-TZVPD", "max_force_ev_per_a": 2.6, "e_above_lowest_kj_mol": 278.7, "total_charge": 0, "lumo_ev": [-1.1, -1.1], "species": ["S", "S", "S", "S", "C", "C", "H", "H"], "coordinates": [[1.6155, -1.6678, 0.0360], [-2.1353, 0.9851, 0.1086], [-1.2351, -1.9452, -0.0212], [1.9152, 1.3475, -0.0683], [-1.1973, -0.3624, 0.1097], [1.1791, -0.1241, -0.1400], [3.2282, 1.1428, 0.4452], [-3.3703, 0.6241, -0.4701]]}

***

(5)
{"formula": "C2H2Si", "method": "wB97M-V/def2-TZVPD", "max_force_ev_per_a": 9.1, "e_above_lowest_kj_mol": 178.0, "total_charge": 0, "lumo_ev": -1.2, "smiles": "C1#C[SiH2]1", "species": ["Si", "C", "C", "H", "H"], "coordinates": [[0.3789, -0.0277, 0.1488], [-1.4815, -0.8631, 0.0380], [-1.2756, 0.6918, 0.0968], [1.0350, 1.2738, -0.4243], [1.3432, -1.0748, 0.1408]]}

***

(6)
{"formula": "C2H32NO12S", "method": "wB97M-V/def2-TZVPD", "max_force_ev_per_a": 6.6, "e_above_lowest_kj_mol": 180.0, "total_charge": 2, "lumo_ev": [-7.0, -11.9], "s_squared": 0.7538, "multiplicity": 2, "species": ["S", "O", "O", "O", "O", "O", "O", "O", "O", "O", "O", "O", "O", "N", "C", "C", "H", "H", "H", "H", "H", "H", "H", "H", "H", "H", "H", "H", "H", "H", "H", "H", "H", "H", "H", "H", "H", "H", "H", "H", "H", "H", "H", "H", "H", "H", "H", "H"], "coordinates": [[3.4670, -1.1444, -1.1979], [2.0713, -0.2351, -4.1555], [1.1631, -4.7828, 1.0933], [0.8574, -1.0259, 1.9654], [-0.4813, 0.9959, 3.6962], [-2.5834, 0.1849, -0.4927], [-1.4954, 0.8153, -3.0456], [-2.4908, 2.7469, -0.5605], [-0.4670, 3.5959, 2.7764], [-1.6421, -2.6802, 3.0771], [-2.5440, -0.1738, 3.1202], [0.5043, 1.9899, -2.1399], [-0.2435, 3.9926, 0.0305], [-0.6587, -1.1991, -1.5368], [0.6984, -1.8350, -1.8311], [1.7469, -1.4459, -0.8790], [0.2952, -0.3054, 2.0844], [3.5793, -0.0166, -0.4255], [-0.7045, -2.5397, 2.9706], [1.4939, 2.0095, -2.2707], [-1.2720, -1.7962, -1.8917], [-1.7325, -3.4682, 2.6137], [-0.2695, 0.8942, 4.6989], [-0.5181, 2.7890, 3.3087], [0.0973, 4.6723, -0.5333], [-2.4209, -1.2627, 3.0414], [1.8113, -2.3387, -0.0048], [0.5265, 2.4003, -1.1895], [0.4523, -2.8866, -1.5933], [-3.2733, 0.1258, -1.2192], [2.5103, 0.3622, -3.5120], [1.1579, -1.1792, 2.8244], [-1.7477, 3.0320, 0.0032], [-2.7457, 1.2262, -0.4596], [2.8350, -0.3375, -4.7876], [-1.0360, 4.1938, 3.2146], [-1.2522, 0.3943, 3.5621], [-3.0373, 0.0709, 2.3769], [-0.7441, -1.0468, -0.5669], [1.8781, -4.2617, 1.4827], [-0.0439, 4.2458, 0.9418], [-3.1284, 3.5504, -0.4007], [1.3630, -0.6932, -0.1922], [-1.7653, 1.6219, -2.7161], [0.8118, -1.7231, -2.9690], [1.4345, -5.4574, 0.3181], [-0.5668, 1.0334, -3.4770], [-0.7099, -0.3066, -1.9673]]}

***

(7)
{"formula": "C2H35O16", "method": "wB97M-V/def2-TZVPD", "max_force_ev_per_a": 1.5, "e_above_lowest_kj_mol": 76.3, "total_charge": -1, "lumo_ev": 2.2, "species": ["O", "O", "O", "O", "O", "O", "O", "O", "O", "O", "O", "O", "O", "O", "O", "O", "C", "C", "H", "H", "H", "H", "H", "H", "H", "H", "H", "H", "H", "H", "H", "H", "H", "H", "H", "H", "H", "H", "H", "H", "H", "H", "H", "H", "H", "H", "H", "H", "H", "H", "H", "H", "H"], "coordinates": [[1.1063, -2.7440, 3.3708], [-3.7975, 0.4832, 0.9696], [2.7540, 2.5263, -2.1574], [1.1725, -4.1406, 0.4296], [-1.9659, 2.1962, -3.1673], [0.7914, 3.6015, -0.8596], [-1.8629, -0.6168, 2.5981], [1.2058, 0.9754, 2.8888], [0.5772, 0.6675, -4.0697], [3.2919, -1.3393, 1.7726], [0.6139, -1.4103, 0.9232], [-1.8574, -3.1665, 1.2305], [-2.5833, 2.8075, 0.4631], [0.0526, 3.3381, 1.7492], [3.8806, -1.9287, -3.0281], [-3.4380, -1.7362, -0.9736], [-0.0388, 0.4530, -0.4774], [0.3076, -1.0591, -0.4061], [-2.7994, -2.2600, -0.4725], [0.8186, 1.1206, -0.4141], [1.0267, 0.1051, 2.5107], [-0.7984, 0.7629, 0.2438], [-0.6161, 0.6375, -1.3897], [1.0337, 0.7599, -3.2251], [1.1190, -1.4289, -1.0466], [-0.5345, -1.5970, -0.8650], [3.9166, -1.6377, 1.1073], [0.4210, 3.2204, -0.0467], [-1.7175, 3.1902, 0.2890], [1.8293, 0.8069, 3.5986], [-1.1836, 2.0569, -3.7113], [0.4540, -0.2789, -4.1746], [-0.7233, 3.2952, 2.3147], [0.4899, -4.4771, -0.1556], [0.8080, -2.2277, 2.6090], [2.9843, -2.1902, -3.2531], [-1.1439, -0.5204, 1.9632], [-1.0267, -2.6951, 1.0831], [1.0166, -3.1787, 0.4623], [-4.2536, -2.2406, -0.9247], [-3.1941, 1.1937, 0.6985], [4.0429, -1.1436, -3.5579], [-1.6201, 2.4915, -2.3214], [0.5647, 2.5498, 1.9859], [3.3421, 2.3744, -1.4143], [-3.6699, -0.2124, 0.3103], [1.9788, -3.0517, 3.1150], [1.9233, 2.8486, -1.7527], [-3.1503, 3.5583, 0.6584], [2.4595, -1.2034, 1.2838], [0.3842, 4.4679, -0.9294], [-2.6608, -0.3812, 2.0996], [-1.7310, -3.6222, 2.0653]]}

***

(8)
{"formula": "C2H37O19Zn", "method": "wB97M-V/def2-TZVPD", "max_force_ev_per_a": 4.2, "total_charge": 1, "lumo_ev": -7.7, "species": ["Zn", "O", "O", "O", "O", "O", "O", "O", "O", "O", "O", "O", "O", "O", "O", "O", "O", "O", "O", "O", "C", "C", "H", "H", "H", "H", "H", "H", "H", "H", "H", "H", "H", "H", "H", "H", "H", "H", "H", "H", "H", "H", "H", "H", "H", "H", "H", "H", "H", "H", "H", "H", "H", "H", "H", "H", "H", "H", "H"], "coordinates": [[-16.5610, 4.0379, -7.6272], [-14.5386, 3.8907, -7.7724], [-16.4252, 3.8140, -5.4723], [-12.3105, 1.8086, -8.5767], [-16.0638, -3.7188, -6.8435], [-13.3381, -0.4631, -10.9404], [-13.3230, -3.3469, -6.6926], [-13.0447, 0.0921, -4.4413], [-15.3092, 0.2129, -12.7507], [-17.9859, 1.0146, -10.6786], [-13.0500, 2.4815, -5.9274], [-18.2083, 0.7741, -6.1068], [-14.5393, -2.4887, -4.2376], [-14.0517, 2.7217, -10.9464], [-15.5142, 0.8492, -9.1505], [-15.2819, -2.1543, -9.7147], [-15.9510, 1.4928, -3.9168], [-17.2252, -1.5471, -4.9916], [-16.5762, 1.8147, -7.4627], [-10.8420, -0.1834, -6.0803], [-15.2450, -0.1685, -7.0356], [-15.8086, 0.9070, -7.9628], [-11.6991, 1.0647, -8.6013], [-17.6817, 1.1880, -6.8087], [-15.2951, -1.2014, -7.3721], [-10.9130, -0.7007, -6.8904], [-13.8157, 4.3759, -8.1955], [-17.9473, -2.0724, -4.6293], [-14.1790, 0.0160, -6.8912], [-13.7846, 2.2860, -10.1254], [-15.3346, -2.0822, -4.6048], [-12.6182, 3.0218, -5.2557], [-19.0803, 1.1787, -6.1789], [-18.2687, 0.1935, -10.2658], [-16.6222, -3.8639, -7.6157], [-17.1873, 1.2686, -10.1956], [-15.3614, -1.4219, -9.1022], [-15.9485, 4.6342, -5.2790], [-14.2555, -3.6410, -6.7171], [-16.1100, 1.4255, -2.9668], [-13.4122, 0.3466, -10.4214], [-14.8445, -3.0281, -3.5011], [-16.3592, -2.8735, -6.4837], [-14.7157, -0.2036, -13.3805], [-13.2479, -2.8170, -5.8950], [-14.2017, 3.6359, -10.6957], [-14.0932, 3.2215, -7.1987], [-12.4966, -0.3810, -11.4038], [-17.6421, -0.7449, -5.3541], [-13.5895, -0.7051, -4.3842], [-11.6877, -0.3197, -5.6249], [-13.3167, 1.6662, -5.4602], [-15.7360, -0.0426, -6.0697], [-14.7469, 0.4177, -11.9850], [-13.3212, 0.6344, -3.6953], [-12.3960, 2.0179, -7.6348], [-14.5272, -1.9229, -10.2701], [-16.1435, 3.1948, -4.7649], [-16.7594, 1.1432, -4.3240]]}

***

(9)
{"formula": "C2H3AuLiO2", "method": "wB97M-V/def2-TZVPD", "max_force_ev_per_a": 13.3, "e_above_lowest_kj_mol": 155.8, "total_charge": 2, "lumo_ev": [-10.8, -12.2], "s_squared": 3.7614, "multiplicity": 4, "species": ["Au", "O", "O", "C", "C", "Li", "H", "H", "H"], "coordinates": [[3.0665, 0.2757, 0.7901], [1.5292, -0.2535, 0.2024], [-1.9105, 0.6049, 0.0630], [-0.7977, 0.0429, -0.1788], [0.4119, 0.4284, 0.4047], [1.1682, -1.9700, -0.4402], [-0.7559, -0.7447, -0.9642], [-3.1482, 0.3188, -0.9518], [0.4364, 1.2975, 1.0749]]}

***

(10)
{"formula": "C2H3BN2O2S", "method": "wB97M-V/def2-TZVPD", "max_force_ev_per_a": 6.2, "e_above_lowest_kj_mol": 415.5, "total_charge": 0, "lumo_ev": [0.0, 0.0], "species": ["S", "O", "O", "N", "N", "C", "C", "B", "H", "H", "H"], "coordinates": [[0.4221, 1.0699, 1.4482], [0.3977, -1.2838, -0.5883], [2.6428, -0.5034, -0.1474], [-1.7374, -0.0873, -0.2394], [-1.7773, -1.1698, 0.1467], [-1.6767, 1.2511, -0.2024], [-0.8779, 1.7604, 0.6800], [1.3811, -0.6343, 0.0383], [3.1687, 0.0021, 0.5803], [-2.5620, 1.6830, -0.5914], [0.6191, -2.0879, -1.1245]]}

***

(11)
{"formula": "C2H3BO3", "method": "wB97M-V/def2-TZVPD", "max_force_ev_per_a": 4.7, "e_above_lowest_kj_mol": 215.6, "total_charge": 0, "lumo_ev": 0.1, "smiles": "C#COB(O)O", "species": ["O", "O", "O", "C", "C", "B", "H", "H", "H"], "coordinates": [[-1.3239, -0.3774, -0.3293], [0.8738, -0.1033, 0.4813], [0.2382, -2.2663, -0.0219], [0.7953, 2.4866, 0.3801], [0.7435, 1.2974, 0.5001], [-0.0913, -1.0049, 0.0210], [-1.6778, -0.6601, -1.1427], [0.7258, 3.4571, 0.7287], [-0.2835, -2.8291, -0.6172]]}

***

(12)
{"formula": "C2H3BaO", "method": "wB97M-V/def2-TZVPD", "max_force_ev_per_a": 3.4, "e_above_lowest_kj_mol": 621.4, "total_charge": 1, "lumo_ev": [-4.6, -4.6], "species": ["Ba", "O", "C", "C", "H", "H", "H"], "coordinates": [[0.0001, -1.1452, -2.4774], [0.1798, -0.7945, 0.5315], [1.3159, -0.3993, -0.1131], [-0.3993, 0.7140, -0.0467], [-1.3137, 0.7544, 0.5617], [0.0388, 1.7143, 0.0391], [0.1783, -0.8437, 1.5049]]}

***

(13)
{"formula": "C2H3Br2N", "method": "wB97M-V/def2-TZVPD", "max_force_ev_per_a": 5.0, "e_above_lowest_kj_mol": 43.4, "total_charge": 0, "lumo_ev": 0.4, "species": ["Br", "Br", "N", "C", "C", "H", "H", "H"], "coordinates": [[1.3685, -1.8092, 0.0300], [2.7991, 1.0301, 0.0166], [0.1068, 0.7712, -0.0514], [1.2153, 0.0671, 0.0514], [-1.1479, 0.0790, 0.0091], [-1.8020, 0.4811, -0.7802], [-0.8891, -0.9077, -0.2079], [-1.6508, 0.2883, 0.9324]]}

***

(14)
{"formula": "C2H3Br2O4P", "method": "wB97M-V/def2-TZVPD", "max_force_ev_per_a": 5.9, "e_above_lowest_kj_mol": 0.0, "total_charge": -2, "lumo_ev": 5.3, "smiles": "CC(Br)(Br)OP(=O)([O-])[O-]", "species": ["Br", "Br", "P", "O", "O", "O", "O", "C", "C", "H", "H", "H"], "coordinates": [[-2.2175, 0.9380, 1.7240], [-1.6984, 1.1954, -1.4639], [0.6764, -1.5265, -0.6627], [0.8859, -0.4554, -1.7662], [-1.0056, -0.9169, 0.0597], [1.5721, -1.4524, 0.5304], [0.2236, -2.8360, -1.0285], [0.3120, 1.0613, 0.5819], [-0.9047, 0.4627, 0.2373], [0.8056, 0.4796, 1.3822], [0.9088, 0.8202, -0.3920], [0.4419, 2.2300, 0.7977]]}

***

(15)
{"formula": "C2H3Br3ClP", "method": "wB97M-V/def2-TZVPD", "max_force_ev_per_a": 1.9, "e_above_lowest_kj_mol": 209.3, "total_charge": 0, "lumo_ev": [-3.2, -3.2], "species": ["Br", "Br", "Br", "Cl", "P", "C", "C", "H", "H", "H"], "coordinates": [[2.8010, 1.4284, 0.6935], [1.2149, 0.7578, -2.2555], [-0.2694, -3.0848, -0.2941], [0.2735, -0.3692, 2.1616], [1.7018, -0.2409, -0.3593], [0.1278, -0.0376, 0.5086], [-1.1995, 0.3111, -0.0234], [-1.4887, 1.2988, 0.3454], [-1.2075, 0.3293, -1.1084], [-1.9539, -0.3929, 0.3316]]}

***

(16)
{"formula": "C2H3Br3Si", "method": "wB97M-V/def2-TZVPD", "max_force_ev_per_a": 3.7, "e_above_lowest_kj_mol": 505.8, "total_charge": 0, "lumo_ev": -0.7, "species": ["Br", "Br", "Br", "Si", "C", "C", "H", "H", "H"], "coordinates": [[-1.2372, -2.2296, 0.8376], [2.2775, 1.1676, 0.3387], [1.9576, -1.5651, 1.8302], [-0.9941, 0.7261, -0.9090], [-0.1406, -0.4838, 0.2918], [1.0674, -0.3903, 0.6985], [-2.0231, -0.2121, -1.3864], [0.1197, 1.1645, -1.7285], [-1.0271, 1.8227, 0.0271]]}

***

(17)
{"formula": "C2H3Br4P", "method": "wB97M-V/def2-TZVPD", "max_force_ev_per_a": 2.2, "e_above_lowest_kj_mol": 261.3, "total_charge": 0, "lumo_ev": [-1.0, -1.6], "species": ["Br", "Br", "Br", "Br", "P", "C", "C", "H", "H", "H"], "coordinates": [[0.0035, 2.1744, -1.2132], [-1.4960, -2.1732, -0.8350], [-4.0552, -0.9936, 1.1140], [0.4336, 1.6332, 1.8583], [-2.1548, -0.2187, -0.0612], [1.5324, -0.1804, -0.1735], [0.6145, 0.9699, 0.1559], [1.7942, -0.5515, 0.7957], [2.3058, 0.2570, -0.8252], [1.0222, -0.9171, -0.8157]]}

***

(18)
{"formula": "C2H3BrClNO", "method": "wB97M-V/def2-TZVPD", "max_force_ev_per_a": 5.2, "e_above_lowest_kj_mol": 461.0, "total_charge": 0, "lumo_ev": [-0.2, -0.6], "species": ["Br", "Cl", "O", "N", "C", "C", "H", "H", "H"], "coordinates": [[-1.8234, 1.6129, 1.0869], [0.9021, 2.6433, 0.8664], [2.0536, -0.1823, 0.2137], [-0.3258, 1.8186, 0.0747], [-0.2189, -1.2374, -0.4055], [0.8946, -0.3647, -0.0358], [-1.2472, -1.0054, -0.0659], [-0.3863, -1.0453, -1.4158], [0.1513, -2.2396, -0.3187]]}

***

(19)
{"formula": "C2H3BrF2", "method": "wB97M-V/def2-TZVPD", "max_force_ev_per_a": 7.3, "e_above_lowest_kj_mol": 234.5, "total_charge": 0, "lumo_ev": [0.8, -4.4], "s_squared": 2.0045, "multiplicity": 3, "species": ["Br", "F", "F", "C", "C", "H", "H", "H"], "coordinates": [[-1.5470, 1.3872, -0.6587], [0.1020, -1.5149, -0.9103], [1.7716, -0.6944, 0.3640], [-0.5359, 0.3095, 0.5827], [0.6839, -0.3082, -0.3897], [0.9827, 0.3231, -1.1780], [-1.1722, -0.4725, 0.9081], [-0.2850, 0.9702, 1.2819]]}

***

(20)
{"formula": "C2H3BrF2S", "method": "wB97M-V/def2-TZVPD", "max_force_ev_per_a": 2.9, "e_above_lowest_kj_mol": 168.7, "total_charge": 0, "lumo_ev": 0.3, "species": ["Br", "S", "F", "F", "C", "C", "H", "H", "H"], "coordinates": [[-2.1105, 1.0933, 0.3222], [1.1356, 1.6496, -0.3170], [-1.2947, -1.4323, 1.0438], [-1.5433, -1.2381, -1.0701], [-1.1183, -0.5874, 0.0511], [0.9700, -0.0565, -0.3092], [0.9840, -0.5920, -1.2506], [1.7363, -0.4138, 0.4704], [1.2408, 1.5772, 1.0595]]}

***

Results for electronic energy: -948.911203; -948.985835; -475.382084; -1670.015778; -366.631642; -1450.469345; -1301.116264; -3307.016569; -370.699973; -760.957104; -328.618716; -178.174586; -5280.752449; -5868.444563; -8601.561612; -8089.456484; -10715.359287; -3242.036529; -2851.510714; -3249.847017 (in Eh, following the order of the records).